ORCA calculation (ωB97M-V with the def2-TZVPD basis set) on the molecule C5H9N in a non-equilibrium geometry.

Calculated values
- SMILES = C=CCN1CC1
- energy above the lowest of the compared OMol25 structures with the same formula, charge and spin (kJ/mol) = 201.09
- frontier orbital gap (Eh) = 0.390

```
15
Properties=species:S:1:pos:R:3:lowdin_charge:R:1
N -0.014 1.005 0.532 -0.138
C -1.366 1.075 -0.003 -0.143
C 1.286 -0.464 -0.867 -0.173
C 1.207 -1.576 -1.603 -0.009
C 0.591 -0.315 0.457 -0.254
C -1.123 1.136 1.477 -0.143
H 1.854 0.429 -1.241 0.118
H -1.549 1.943 -0.599 0.092
H 0.608 -2.437 -1.277 0.060
H -0.136 -1.137 0.655 0.119
H 1.747 -1.723 -2.516 0.039
H -1.418 0.244 2.026 0.097
H -1.790 0.120 -0.335 0.107
H -1.256 2.072 2.031 0.100
H 1.360 -0.372 1.261 0.127
```


ORCA calculation (ωB97M-V with the def2-TZVPD basis set) on a structure of composition C42H46MgN6O2P2 in a non-equilibrium geometry.

Calculated values
- frontier orbital gap (Eh) = 0.237

```
99
Properties=species:S:1:pos:R:3:lowdin_charge:R:1
P 1.633 -1.191 -3.480 1.124
P -2.209 -0.334 -3.507 1.107
Mg -0.310 -1.915 1.438 1.041
O 0.128 1.126 3.035 0.028
O -0.626 -2.991 4.756 0.035
N -2.079 1.193 -4.363 -0.302
N 2.936 -0.072 -3.922 -0.266
N 2.185 -2.368 -4.765 -0.245
N -0.648 0.487 5.178 0.131
N -0.529 -1.048 3.529 0.047
N -3.650 -0.818 -4.577 -0.248
C 0.616 -0.004 8.020 -0.048
C -2.446 2.399 -3.749 -0.149
C 0.428 -0.393 -4.596 -0.443
C -4.268 -0.188 7.145 -0.083
C 2.369 1.958 -0.268 -0.102
C -5.188 -1.187 -6.230 -0.091
C -3.190 -0.308 6.252 -0.027
C 2.533 3.266 -0.008 -0.111
C 1.441 4.249 0.200 -0.188
C -4.188 -0.722 8.439 -0.094
C 2.356 -2.214 -6.142 -0.148
C -0.666 -0.754 5.916 -0.245
C -1.662 1.495 -5.666 -0.165
C -0.879 3.420 0.952 -0.114
C 3.061 -4.291 -5.575 -0.104
C -2.256 3.446 -4.647 -0.076
C 4.413 1.205 -5.086 -0.080
C 3.173 0.580 -5.134 -0.154
C 1.585 -2.821 1.655 -0.252
C -4.140 -2.122 -4.437 -0.185
C 1.599 -1.810 6.766 -0.019
C 0.449 3.969 1.393 -0.168
C 1.028 1.275 -0.327 -0.186
C -0.325 0.296 3.815 -0.527
C -0.618 -1.765 4.689 -0.440
C -5.087 -2.376 -5.429 -0.104
C -1.786 2.869 -5.882 -0.069
C 2.625 -3.644 -4.426 -0.163
C -0.918 -1.144 -4.573 -0.411
C -1.994 -0.892 6.696 -0.151
C 4.968 0.933 -3.794 -0.091
C 2.742 -0.944 8.743 -0.095
C -3.063 -1.470 8.797 -0.075
C 4.058 0.131 -3.113 -0.155
C 2.898 -3.383 -6.664 -0.087
C -1.988 -1.584 7.911 -0.035
C -0.070 2.085 -1.071 -0.217
C 2.682 -1.837 7.669 -0.077
C -4.303 -0.248 -5.679 -0.132
C 1.684 -0.046 8.933 -0.079
C 0.573 -0.863 6.903 -0.136
C -1.071 2.771 -0.206 -0.134
H 1.553 -2.567 5.977 0.109
H -3.771 -2.744 -3.643 0.085
H 0.836 4.351 -0.705 0.101
H 1.893 5.245 0.352 0.108
H 2.581 -3.959 -3.393 0.090
H 2.082 -1.303 -6.656 0.083
H -1.297 -1.268 -5.607 0.092
H 4.858 1.782 -5.893 0.096
H -2.110 2.668 -0.557 0.085
H 4.093 -0.319 -2.134 0.090
H -0.647 1.418 5.571 0.154
H -2.411 4.489 -4.432 0.090
H -2.862 2.392 -2.763 0.083
H -0.215 0.677 8.222 0.120
H 0.732 -0.315 -5.648 0.053
H -2.998 -1.943 9.775 0.103
H -5.819 -1.046 -7.095 0.087
H -5.165 0.344 6.834 0.098
H 3.265 1.319 -0.423 0.093
H 0.851 3.282 2.161 0.102
H 1.153 0.310 -0.871 0.064
H 1.371 -3.903 1.680 -0.046
H 3.592 -0.954 9.434 0.103
H -1.296 0.727 -6.324 0.102
H -1.747 3.602 1.606 0.108
H 0.657 1.060 0.693 0.086
H 3.534 3.706 0.017 0.100
H 3.156 -3.546 -7.704 0.094
H 0.286 4.942 1.883 0.107
H -5.001 -0.576 9.150 0.100
H -1.115 -2.191 8.167 0.127
H -4.121 0.766 -5.992 0.094
H -5.638 -3.294 -5.566 0.085
H 3.455 -5.296 -5.633 0.089
H -3.279 0.056 5.221 0.116
H 2.345 -2.617 0.875 -0.042
H 5.915 1.290 -3.408 0.091
H 1.990 -2.533 2.639 -0.024
H -0.666 1.374 -1.663 0.048
H -0.803 -2.162 -4.156 0.060
H -1.586 3.373 -6.817 0.094
H 2.454 0.571 -5.941 0.086
H 0.334 0.641 -4.252 0.070
H 0.399 2.715 -1.841 0.118
H 3.472 -2.580 7.538 0.102
H 1.680 0.607 9.809 0.102
```


ORCA calculation (ωB97M-V with the def2-TZVPD basis set) on the molecule C15H26O.

Calculated values
- SMILES = CC(C)=CCC[C@@](C)(O)[C@H]1CC=C(C)CC1
- energy above the lowest of the compared OMol25 structures with the same formula, charge and spin (kJ/mol) = 72.04
- frontier orbital gap (Eh) = 0.344

```
42
Properties=species:S:1:pos:R:3:lowdin_charge:R:1
O -1.398 0.909 0.576 -0.016
C 0.982 -1.999 0.611 -0.141
C 1.019 -3.197 -0.292 -0.054
C 0.706 4.432 0.450 -0.058
C -1.427 -1.881 0.037 -0.147
C -0.744 4.183 -1.595 -0.068
C 0.033 -3.567 -1.095 -0.304
C 0.908 0.995 1.348 -0.127
C -0.365 0.140 1.178 -0.529
C 0.610 2.274 -0.819 -0.091
C 0.127 -4.762 -1.996 -0.062
C 1.559 1.502 0.050 -0.174
C 0.234 3.537 -0.659 -0.365
C -0.152 -1.054 0.220 -0.256
C -1.259 -2.801 -1.166 -0.153
C -0.826 -0.299 2.577 -0.013
H 0.852 -2.345 1.643 0.118
H -1.100 3.476 -2.340 0.075
H 1.579 4.032 0.955 0.065
H -1.271 -2.210 -2.089 0.126
H 0.953 5.417 0.055 0.079
H -1.784 -0.806 2.511 0.083
H -0.947 0.576 3.216 0.086
H -0.634 -5.496 -1.731 0.079
H -0.045 -4.466 -3.031 0.080
H 0.640 1.862 1.959 0.116
H 1.645 0.416 1.910 0.118
H -0.280 5.025 -2.108 0.078
H 0.185 1.717 -1.643 0.108
H -0.087 4.568 1.188 0.083
H 1.948 -1.492 0.562 0.110
H 1.933 -3.777 -0.254 0.107
H -1.461 1.752 1.038 0.100
H 1.105 -5.232 -1.925 0.073
H -2.276 -1.216 -0.110 0.118
H -1.603 -2.486 0.927 0.124
H -0.101 -0.960 3.043 0.079
H -2.096 -3.501 -1.222 0.117
H -1.603 4.565 -1.042 0.078
H 0.081 -0.618 -0.756 0.145
H 1.953 0.656 -0.513 0.103
H 2.408 2.131 0.334 0.109
```


ORCA calculation (ωB97M-V with the def2-TZVPD basis set) on a structure of composition C3H3EuFO2 in a non-equilibrium geometry.

Calculated values
- expectation value of S² = 20.01
- spin multiplicity = 9
- energy above the lowest of the compared OMol25 structures with the same formula, charge and spin (kJ/mol) = 193.76
- net charge = +1
- frontier orbital gap (spin up / spin down) (Eh) = 0.200 / 0.370

```
10
Properties=species:S:1:pos:R:3:lowdin_charge:R:1
Eu 3.643 0.790 1.581 1.093
F -1.508 1.476 -0.347 0.094
O 1.058 0.082 -0.504 -0.129
O -0.248 0.375 1.186 0.022
C -1.159 0.242 0.078 -0.291
C -0.225 -0.505 -0.867 -0.053
C 0.873 -0.199 0.772 -0.269
H -0.358 -0.348 -1.938 0.158
H -2.048 -0.303 0.407 0.181
H -0.028 -1.610 -0.368 0.194
```


ORCA calculation (ωB97M-V with the def2-TZVPD basis set) on the molecule C9H13N in a non-equilibrium geometry.

Calculated values
- SMILES = CC(C)[C@]1(C)C=C[C@H]1C#N
- energy above the lowest of the compared OMol25 structures with the same formula, charge and spin (kJ/mol) = 153.43
- frontier orbital gap (Eh) = 0.400

```
23
Properties=species:S:1:pos:R:3:lowdin_charge:R:1
N -4.092 0.940 0.447 0.172
C -0.973 0.296 1.590 -0.042
C -2.035 -1.628 -0.770 -0.041
C -2.159 -0.127 -0.779 -0.197
C 1.830 -0.493 0.251 -0.065
C -0.758 -0.209 0.200 -0.396
C 0.533 0.067 -0.579 -0.395
C -3.268 0.515 -0.207 -0.227
C -0.953 -1.713 -0.022 -0.047
C 0.805 1.539 -0.847 -0.107
H 0.030 0.671 1.992 0.091
H 1.769 -1.531 -0.130 0.047
H -2.584 -2.382 -1.300 0.102
H 1.321 1.970 0.159 0.117
H 2.805 -0.057 -0.154 0.089
H 1.575 1.693 -1.740 0.109
H 1.767 -0.631 1.416 0.107
H -0.102 2.169 -1.084 0.078
H 0.425 -0.475 -1.522 0.128
H -1.890 0.219 -1.785 0.144
H -0.270 -2.525 0.320 0.130
H -1.552 1.283 1.669 0.103
H -1.453 -0.519 2.155 0.097
```


ORCA calculation (ωB97M-V with the def2-TZVPD basis set) on a structure of composition C2H6O2.

Calculated values
- energy above the lowest of the compared OMol25 structures with the same formula, charge and spin (kJ/mol) = 557.34
- frontier orbital gap (Eh) = 0.276

```
10
Properties=species:S:1:pos:R:3:lowdin_charge:R:1
O -1.361 1.283 -0.263 0.003
O 0.862 0.372 -0.269 -0.184
C -0.889 0.011 -0.179 -0.147
C 0.855 -0.935 0.657 -0.107
H 1.104 -1.706 -0.082 0.007
H 1.751 -0.801 1.283 0.005
H -1.011 1.710 -1.058 0.113
H -1.391 -0.468 0.647 0.088
H -0.858 -0.573 -1.097 0.123
H 0.937 1.106 0.360 0.099
```


ORCA calculation (ωB97M-V with the def2-TZVPD basis set) on a structure of composition C25H21F4O3Pd in a non-equilibrium geometry.

Calculated values
- expectation value of S² = 2.02
- spin multiplicity = 3
- net charge = +1
- frontier orbital gap (spin up / spin down) (Eh) = 0.271 / 0.171

```
54
Properties=species:S:1:pos:R:3:lowdin_charge:R:1
Pd 21.655 -39.677 2.441 0.830
F 17.907 -40.623 7.902 0.219
F 14.675 -32.971 6.534 0.068
F 21.146 -40.717 7.043 0.066
F 16.173 -41.344 5.309 0.077
O 18.480 -37.759 4.191 0.080
O 20.151 -39.229 3.769 -0.132
O 18.557 -39.706 5.249 0.032
C 22.034 -39.730 7.244 -0.286
C 17.610 -37.182 7.038 -0.034
C 15.557 -34.594 5.095 -0.029
C 15.523 -38.002 8.104 -0.015
C 16.064 -39.236 8.246 0.035
C 18.060 -33.370 5.354 -0.055
C 12.709 -39.178 5.348 -0.078
C 21.794 -38.492 6.688 -0.028
C 16.935 -32.780 5.937 0.006
C 12.665 -40.546 5.133 -0.064
C 16.290 -36.964 7.489 0.043
C 17.389 -39.455 7.783 -0.193
C 13.939 -38.533 5.428 -0.082
C 16.678 -35.175 4.545 -0.110
C 13.832 -41.301 5.127 0.006
C 15.734 -33.456 5.863 -0.288
C 17.921 -34.598 4.722 -0.118
C 23.660 -37.606 7.981 -0.082
C 23.061 -39.934 8.147 -0.012
C 18.167 -38.417 7.190 0.040
C 19.055 -39.000 4.359 -0.704
C 22.646 -37.450 7.051 -0.080
C 15.119 -39.266 5.370 -0.036
C 23.869 -38.874 8.510 -0.073
C 15.038 -40.640 5.245 -0.281
H 14.580 -35.058 5.033 0.116
H 22.441 -36.496 6.573 0.107
H 14.002 -37.452 5.355 0.097
H 19.027 -32.890 5.427 0.111
H 17.834 -37.790 4.910 0.043
H 24.719 -39.054 9.156 0.112
H 14.532 -37.820 8.495 0.136
H 13.848 -42.380 5.049 0.125
H 16.088 -38.788 5.411 0.088
H 11.792 -38.616 5.462 0.108
H 20.973 -38.307 6.009 0.087
H 11.712 -41.060 5.120 0.113
H 17.022 -31.846 6.474 0.123
H 23.242 -40.943 8.494 0.123
H 18.078 -36.437 6.407 0.104
H 16.613 -36.068 3.935 0.109
H 19.172 -38.597 6.828 0.104
H 15.774 -36.024 7.343 0.114
H 15.586 -40.073 8.740 0.147
H 24.255 -36.777 8.334 0.106
H 18.793 -35.077 4.294 0.105
```


ORCA calculation (ωB97M-V with the def2-TZVPD basis set) on a structure of composition C40H100F2LiNO24S2 in a non-equilibrium geometry.

Calculated values
- frontier orbital gap (Eh) = 0.234

```
170
Properties=species:S:1:pos:R:3:lowdin_charge:R:1
S 1.517 -10.579 -0.863 0.564
S -0.552 -11.736 -0.636 0.431
F 3.054 -11.126 -0.921 -0.244
F -1.081 -13.132 -0.074 -0.231
O 2.190 -18.009 0.759 -0.220
O -4.552 -16.264 -5.181 -0.171
O 4.664 -16.819 0.422 -0.227
O 1.288 -10.168 -2.235 -0.273
O -0.881 0.220 0.908 -0.181
O 11.725 -5.930 4.240 -0.194
O -11.591 -17.655 -2.912 -0.196
O -8.409 -11.308 3.295 -0.167
O 3.014 1.393 -3.657 -0.169
O -1.337 -2.412 0.227 -0.181
O -1.065 -11.694 -2.029 -0.308
O 3.667 -0.511 -1.742 -0.144
O -9.508 -16.346 -1.097 -0.168
O -0.189 -2.533 -5.049 -0.161
O 8.391 -4.863 -7.323 -0.181
O -1.142 -10.804 0.333 -0.308
O -8.014 -10.392 0.569 -0.187
O -6.332 -15.635 -7.193 -0.181
O 9.072 -6.491 4.409 -0.177
O -8.407 -7.452 -8.469 -0.180
O 8.004 -5.238 -4.642 -0.184
O 1.578 -9.546 0.143 -0.278
O -2.175 -0.737 -4.710 -0.178
O -5.539 -7.224 -7.476 -0.187
N 0.893 -12.056 -0.374 -0.322
C 9.327 -4.982 -5.099 -0.205
C -8.283 -12.064 4.493 -0.091
C -12.201 -18.904 -3.350 -0.122
C 8.349 -3.616 -7.955 -0.124
C -7.459 -9.713 1.695 -0.178
C 11.224 -6.528 3.073 -0.215
C -3.529 -16.946 -4.463 -0.114
C -10.052 -17.738 -3.040 -0.135
C -7.355 -15.077 -8.051 -0.079
C 4.235 -1.252 -0.680 -0.132
C 4.164 -17.809 -0.523 -0.171
C -2.092 -1.772 1.239 -0.238
C 5.669 -15.971 -0.160 -0.097
C -9.626 -8.138 -8.012 -0.056
C -7.295 -8.227 -8.712 -0.260
C -1.988 -3.613 -0.342 -0.054
C -2.173 -1.511 -5.914 -0.219
C -8.125 -9.623 -0.600 -0.116
C 7.633 -6.599 -4.382 -0.093
C 0.914 -3.331 -5.299 -0.126
C 9.538 -5.328 -6.605 -0.173
C -3.112 0.348 -4.852 -0.094
C -1.229 -0.754 1.956 -0.162
C -4.646 -8.177 -6.994 -0.130
C 9.754 -6.168 3.194 -0.199
C -4.046 -15.651 -6.371 -0.205
C -8.613 -17.145 -0.291 -0.092
C -0.531 1.435 1.410 -0.163
C -7.262 -10.719 2.855 -0.256
C -9.525 -16.435 -2.508 -0.221
C -0.803 -2.104 -6.256 -0.207
C 4.388 1.247 -3.282 -0.209
C 3.307 -18.745 0.290 -0.215
C 2.968 2.252 -4.819 -0.106
C 1.273 -18.668 1.666 -0.070
C -5.151 -14.871 -7.105 -0.224
C -6.000 -7.427 -8.806 -0.165
C 4.427 0.695 -1.832 -0.209
C 7.708 -6.791 4.343 -0.124
C 13.152 -5.979 4.248 -0.095
Li 2.376 -14.814 1.652 0.908
H 6.960 -7.017 -5.131 0.084
H -7.376 -8.750 -9.665 0.116
H 4.366 -0.721 0.263 0.084
H 1.688 -2.748 -5.799 0.085
H -13.285 -18.919 -3.460 0.076
H -9.543 -18.648 -2.719 0.117
H 7.637 -7.782 3.895 0.083
H 5.639 -15.677 -1.209 0.101
H 7.392 -3.369 -8.415 0.088
H -3.262 0.660 -3.818 0.086
H -2.365 -0.931 -6.816 0.108
H -6.742 -10.171 3.640 0.112
H -5.284 -8.004 -9.391 0.120
H -10.098 -15.583 -2.874 0.130
H -2.367 -2.457 2.041 0.114
H 0.641 -4.059 -6.064 0.079
H 5.065 -18.348 -0.819 0.132
H 4.965 2.166 -3.384 0.113
H 13.433 -5.260 3.478 0.088
H -8.667 -16.787 0.738 0.084
H 0.368 -18.062 1.683 0.090
H 13.511 -7.003 4.140 0.086
H -8.704 -8.708 -0.476 0.085
H -4.979 -9.169 -7.299 0.073
H 3.566 1.852 -5.639 0.084
H 3.568 -17.359 -1.317 0.135
H -3.045 -2.165 -5.922 0.122
H -2.193 -4.255 0.515 0.077
H -8.600 -16.202 -3.036 0.121
H -10.374 -7.420 -7.676 0.083
H 3.233 3.283 -4.584 0.081
H 4.939 0.598 -3.963 0.120
H 4.217 1.370 -1.002 0.125
H -3.023 -1.359 0.851 0.126
H 1.759 -18.943 2.602 0.090
H 13.575 -5.619 5.185 0.084
H 5.181 -1.728 -0.940 0.084
H -1.079 -2.922 -6.921 0.117
H 0.933 -19.601 1.217 0.085
H 8.380 -2.809 -7.224 0.077
H 1.933 2.319 -5.155 0.082
H -1.444 1.971 1.668 0.087
H -6.526 -11.506 2.691 0.126
H -2.907 -3.313 -0.846 0.080
H -9.923 -17.788 -4.121 0.111
H 9.476 -3.905 -5.015 0.115
H 10.105 -5.407 -4.465 0.115
H -8.792 -18.220 -0.314 0.073
H -4.038 -0.065 -5.252 0.083
H -8.438 -10.327 -1.370 0.092
H 7.028 -6.581 -3.476 0.081
H -10.079 -8.695 -8.832 0.079
H 9.160 -3.370 -8.640 0.082
H -3.718 -8.157 -7.565 0.083
H 3.606 -2.107 -0.430 0.087
H -9.290 -12.306 4.833 0.087
H -1.465 -4.230 -1.073 0.083
H -6.212 -6.443 -9.222 0.132
H -0.408 -1.240 2.482 0.122
H -3.699 -16.366 -7.117 0.118
H 3.918 -19.117 1.113 0.130
H 9.524 -5.129 2.957 0.128
H -3.472 -17.975 -4.817 0.086
H -3.196 -15.021 -6.110 0.121
H -7.847 -13.057 4.385 0.081
H -3.736 -17.045 -3.397 0.078
H -6.601 -9.046 1.615 0.124
H -0.240 -1.431 -6.902 0.123
H 10.536 -4.989 -6.885 0.120
H 7.078 -6.147 3.729 0.084
H -8.157 -15.813 -8.105 0.087
H 1.255 -3.793 -4.373 0.097
H -2.587 -16.401 -4.409 0.083
H 9.485 -6.412 -6.704 0.115
H 7.262 -6.791 5.338 0.088
H -12.087 -19.704 -2.619 0.073
H -1.697 -0.241 2.797 0.115
H -11.740 -19.224 -4.285 0.074
H 5.510 0.568 -1.801 0.109
H -7.691 -11.474 5.192 0.085
H 6.605 -16.420 0.173 0.088
H 0.097 1.308 2.292 0.084
H -7.313 -9.034 -7.979 0.118
H -8.257 -9.030 1.986 0.120
H -7.555 -17.088 -0.546 0.077
H -2.638 1.161 -5.403 0.087
H -7.814 -14.179 -7.638 0.079
H 9.282 -6.672 2.350 0.113
H -5.279 -14.053 -6.396 0.119
H -6.873 -14.758 -8.975 0.081
H 2.974 -19.590 -0.312 0.132
H 5.772 -15.100 0.488 0.077
H 8.477 -7.263 -4.195 0.084
H -4.799 -14.402 -8.024 0.122
H -9.398 -8.826 -7.198 0.081
H -4.457 -8.254 -5.924 0.096
H 11.430 -7.596 3.144 0.125
H -7.110 -9.306 -0.843 0.083
H 0.048 1.938 0.636 0.092
H 11.661 -6.147 2.150 0.125
```